ORCA calculation (the ωB97M-V functional and the def2-TZVPD basis) on C3H11N3 in the gas phase.

Each line ends with the natural charge from an NBO analysis.
CARTESIAN COORDINATES (ANGSTROEM)
H  -1.977830  -0.179369  -1.207374  0.357
H  -1.340018  -0.034432  1.348520  0.186
N  1.230991  -0.599949  -0.751179  -0.849
H  0.596549  -0.113272  2.849977  0.356
C  -0.072582  1.438047  -0.635146  -0.622
H  0.077043  1.655667  -1.689377  0.210
H  1.480045  -0.319286  -1.692568  0.367
H  -1.243265  -1.638776  -1.071564  0.351
H  0.729133  1.875343  -0.050938  0.236
H  1.213945  -1.614944  -0.731230  0.353
C  -0.081777  -0.073087  -0.420095  0.247
H  -0.353943  -1.504576  1.173375  0.153
N  0.638380  0.250426  1.904096  -0.847
C  -0.347857  -0.402677  1.065169  -0.227
H  1.560075  0.053701  1.525872  0.373
H  -1.016955  1.868544  -0.314897  0.207
N  -1.091933  -0.661357  -1.302639  -0.850

Atoms 1-6, force components in eV/Å:
-0.07 -0.04 0.03
0.01 -0.10 -0.15
0.23 -0.01 0.12
0.07 0.10 -0.09
0.10 -0.35 0.03
0.00 0.04 -0.14

Values from the calculation:
Charge ... 0
SMILES ... CC(N)(N)CN
F_max ... 0.0071 hartree/bohr
M ... 89.1 g mol⁻¹
Kohn-Sham gap ... 10.171 eV
LUMO energy ... 1.044 eV